Run one
Below is 2 unconnected molecules or ions with the total composition C5H14, with properties calculated with wB97M-V/def2-TZVPD.

ORCA input file:
```
! wB97M-V def2-TZVPD RIJCOSX def2/J DEFGRID3
* xyz 0 1
C -1.51 -0.78 -0.93
C -2.28 -1.78 -0.12
H -1.15 -1.35 -1.89
H -2.03 0.06 -1.43
H -0.59 -0.43 -0.41
H -2.77 -1.33 0.86
H -1.64 -2.59 0.17
H -3.13 -2.47 -0.54
C 1.63 1.01 0.83
C 1.68 -0.27 0.10
C 0.63 2.01 0.24
H 2.60 1.51 0.78
H 1.72 0.71 1.89
H 1.50 -0.41 -0.97
H 2.69 -0.68 0.05
H 0.39 1.71 -0.71
H 0.93 3.04 0.35
H 0.88 -0.96 0.38
H -0.32 2.04 0.72
*
```

Properties
SMILES string ... CCC.CC
E_LUMO ... 1.1 eV
HOMO-LUMO gap ... 11.913 eV
E_HOMO ... -10.824 eV

***

Run two
Below is 2 unconnected molecules or ions with the total composition C5H14, with properties calculated with wB97M-V/def2-TZVPD.

ORCA input file:
```
! wB97M-V def2-TZVPD RIJCOSX def2/J DEFGRID3
* xyz 0 1
C -0.60 -2.17 -0.40
C -1.12 -2.56 1.01
C -0.92 -0.69 -0.73
H 0.39 -2.38 -0.36
H -1.10 -2.89 -1.11
H -0.46 -3.44 1.27
H -0.49 0.12 -0.08
H -0.70 -0.53 -1.83
H -2.06 -3.05 1.17
H -1.01 -1.78 1.70
H -2.06 -0.55 -0.63
C 1.89 2.44 -0.36
C 0.75 2.81 0.44
H 1.62 2.24 -1.44
H 2.65 3.17 -0.16
H 2.27 1.44 -0.07
H 0.34 3.78 0.26
H -0.19 2.24 0.10
H 0.82 2.63 1.47
*
```

Properties
SMILES string ... CCC.CC
E_LUMO ... 1.1 eV
HOMO-LUMO gap ... 12.138 eV
E_HOMO ... -11.045 eV

***

Run three
Below is 2 unconnected molecules or ions with the total composition C5H14, with properties calculated with wB97M-V/def2-TZVPD.

ORCA input file:
```
! wB97M-V def2-TZVPD RIJCOSX def2/J DEFGRID3
* xyz 0 1
C 1.04 1.25 2.02
C 2.16 0.20 1.92
C 0.28 1.32 0.70
H 1.52 2.21 2.15
H 0.35 1.19 2.86
H 2.72 0.13 2.85
H 1.70 -0.78 1.79
H -0.59 1.97 0.74
H -0.15 0.35 0.42
H 2.79 0.55 1.10
H 0.97 1.54 -0.11
C -2.02 -0.64 -1.86
C -1.21 -1.88 -2.27
H -2.08 -0.58 -0.77
H -1.52 0.26 -2.18
H -3.01 -0.54 -2.28
H -1.39 -2.70 -1.57
H -0.14 -1.66 -2.23
H -1.44 -2.19 -3.29
*
```

Properties
SMILES string ... CCC.CC
E_LUMO ... 1.1 eV
HOMO-LUMO gap ... 12.431 eV
E_HOMO ... -11.323 eV

***

Of the structures shown above, run three is the most stable.